(1)
Formula: C27H22N6O7V
Source: the Open Molecules 2025 dataset
Level of theory: ωB97M-V/def2-TZVPD

As for the frontier orbital gap (alpha / beta): 6.91 / 7.66 eV. Its expectation value of S² is 3.7648. Its spin multiplicity is 4. The calculation puts the LUMO energy (alpha / beta) at -0.80 / -0.91 eV. As for the charge: 0. The HOMO energy (alpha / beta) is -7.71 / -8.57 eV.

Geometry as XYZ:
```
63
C27H22N6O7V | the Open Molecules 2025 dataset | ωB97M-V/def2-TZVPD
V 0.2110 -0.1675 -0.1544
C -3.8515 1.6030 0.2042
C -2.6470 0.7300 0.0724
N -1.4369 1.1525 0.1258
N -1.1727 2.4877 0.2254
C 0.0772 2.6855 -0.1639
O 0.8748 1.7486 -0.5284
C 0.5600 4.0877 -0.2138
C -0.1286 5.1110 0.4323
C 0.3484 6.4088 0.3756
C 1.5081 6.6960 -0.3337
C 2.1923 5.6807 -0.9853
C 1.7222 4.3782 -0.9212
C -2.7663 -0.7097 -0.2135
C -3.9853 -1.3729 -0.2433
C -4.0102 -2.7240 -0.5476
C -2.8209 -3.3840 -0.8034
C -1.6401 -2.6600 -0.7524
N -1.6121 -1.3557 -0.4833
H -3.5356 2.6213 0.4083
H -4.4944 1.2542 1.0148
H -4.4393 1.5905 -0.7161
H -1.0338 4.8741 0.9730
H -0.1857 7.2012 0.8828
H 1.8762 7.7121 -0.3806
H 3.0897 5.9040 -1.5468
H 2.2396 3.5790 -1.4337
H -4.8978 -0.8363 -0.0298
H -4.9521 -3.2556 -0.5787
H -2.7968 -4.4378 -1.0377
H -0.6775 -3.1270 -0.9165
O 2.3590 -3.7055 -1.0712
C 2.0575 -2.5264 -1.1183
O 1.2554 -1.9148 -0.3215
C 2.7145 -1.6385 -2.1577
C 2.0393 -0.5741 -2.7286
C 2.6916 0.2528 -3.6238
C 4.0187 0.0743 -3.9584
C 4.6632 -1.0047 -3.3835
C 4.0355 -1.8750 -2.5114
N 6.0912 -1.2089 -3.6897
O 6.6276 -0.4010 -4.4197
O 6.6497 -2.1419 -3.1523
N 1.9510 1.3828 -4.2119
O 2.5902 2.2095 -4.8283
O 0.7655 1.4623 -3.9614
H 1.0008 -0.3660 -2.5010
H 4.5288 0.7446 -4.6320
H 4.5648 -2.7164 -2.0903
N 1.7513 0.1129 1.4120
C 3.1086 -0.0549 0.9671
C 3.7472 0.9626 0.2711
C 5.0398 0.7683 -0.1947
C 5.6990 -0.4320 0.0287
C 5.0545 -1.4429 0.7278
C 3.7642 -1.2564 1.1987
H 1.5527 -0.5437 2.1590
H 1.6001 1.0565 1.7521
H 3.2227 1.8885 0.0818
H 5.5325 1.5642 -0.7388
H 6.7052 -0.5819 -0.3397
H 5.5510 -2.3884 0.9013
H 3.2539 -2.0592 1.7157
```

List of natural (NBO) charges in e, atom by atom:
1. V 1.25
2. C -0.68
3. C 0.22
4. N -0.30
5. N -0.45
6. C 0.58
7. O -0.77
8. C -0.06
9. C -0.18
10. C -0.22
11. C -0.20
12. C -0.20
13. C -0.20
14. C 0.18
15. C -0.23
16. C -0.14
17. C -0.25
18. C 0.09
19. N -0.51
20. H 0.27
21. H 0.23
22. H 0.23
23. H 0.23
24. H 0.21
25. H 0.21
26. H 0.22
27. H 0.23
28. H 0.23
29. H 0.23
30. H 0.23
31. H 0.24
32. O -0.63
33. C 0.76
34. O -0.83
35. C -0.06
36. C -0.17
37. C 0.02
38. C -0.16
39. C 0.01
40. C -0.13
41. N 0.53
42. O -0.37
43. O -0.37
44. N 0.54
45. O -0.37
46. O -0.37
47. H 0.23
48. H 0.28
49. H 0.27
50. N -0.85
51. C 0.23
52. C -0.28
53. C -0.19
54. C -0.24
55. C -0.20
56. C -0.26
57. H 0.38
58. H 0.39
59. H 0.24
60. H 0.22
61. H 0.22
62. H 0.22
63. H 0.22


(2)
Formula: C27H63N9O9
Source: the Open Molecules 2025 dataset
Level of theory: ωB97M-V/def2-TZVPD

As for the frontier orbital gap: 9.20 eV. Its SMILES is CNC(C)=O.CNC(C)=O.CNC(C)=O.CNC(C)=O.CNC(C)=O.CNC(C)=O.CNC(C)=O.CNC(C)=O.CNC(C)=O. As for the energy above the lowest of the compared OMol25 structures with the same formula, charge and spin: 47.9 kcal per mole. Its spin multiplicity is 1. The calculation puts the LUMO energy at 0.41 eV. As for the charge: 0. The HOMO energy is -8.79 eV.

Geometry as XYZ:
```
108
C27H63N9O9 | the Open Molecules 2025 dataset | ωB97M-V/def2-TZVPD
C -7.1043 -4.0289 17.6555
N -8.3999 -4.4333 18.0786
C -9.1590 -5.4243 17.4778
C -10.4219 -5.7964 18.2654
O -8.9028 -5.7632 16.3147
H -6.3091 -4.8441 17.8195
H -6.7707 -3.1581 18.2807
H -7.0540 -3.7840 16.6752
H -8.5148 -4.3657 19.0597
H -10.9539 -4.8674 18.1416
H -10.2459 -5.9667 19.3653
H -10.9484 -6.5904 17.7303
C -12.8404 -13.9556 20.3920
N -13.1305 -13.3111 19.1346
C -12.8070 -13.8153 17.9347
C -13.1335 -12.8240 16.8105
O -12.3101 -14.9551 17.7819
H -13.1459 -15.0262 20.2721
H -13.4112 -13.5025 21.2356
H -11.7635 -13.9574 20.5367
H -13.2030 -12.3249 19.1704
H -14.1758 -13.0125 16.5302
H -12.4774 -12.9381 15.9016
H -13.1535 -11.8102 17.1224
C -10.6545 -16.1235 14.4515
N -12.0394 -16.1434 14.8651
C -13.0398 -16.6579 14.0534
C -14.4706 -16.6527 14.5288
O -12.7660 -17.0896 12.9531
H -10.4106 -15.1971 13.8925
H -10.4470 -16.9966 13.8841
H -10.0215 -16.1630 15.3251
H -12.3117 -15.6518 15.6996
H -14.7857 -15.6786 14.8235
H -14.7236 -17.1788 15.4502
H -15.1455 -17.0131 13.7559
C -8.2718 -14.2006 20.3440
N -8.6532 -15.4890 19.7254
C -8.9006 -15.6766 18.3301
C -9.5837 -16.9869 18.0449
O -8.7026 -14.8199 17.4517
H -9.0699 -13.5585 20.6917
H -7.7263 -13.5830 19.6992
H -7.6228 -14.3589 21.2198
H -9.0075 -16.2696 20.2909
H -9.6925 -17.6513 18.8490
H -9.0753 -17.5051 17.2341
H -10.5508 -16.6691 17.6467
C -12.7491 -11.9437 12.3236
N -12.4991 -10.7729 13.1395
C -13.3639 -9.7015 13.1322
C -12.8059 -8.5564 14.0823
O -14.3256 -9.5626 12.4275
H -13.3932 -11.6449 11.5182
H -13.2235 -12.8702 12.8422
H -11.8145 -12.2695 11.8755
H -11.8023 -10.8291 13.8677
H -13.0218 -8.8175 15.1040
H -13.3405 -7.6395 13.8768
H -11.7171 -8.4793 13.9820
C -13.1775 -8.7016 18.1704
N -12.4924 -8.4201 19.3805
C -12.1603 -9.4448 20.1868
C -11.1379 -9.1986 21.2854
O -12.6950 -10.5322 20.1150
H -14.2055 -9.0109 18.3198
H -12.6699 -9.5320 17.7171
H -13.1475 -7.8027 17.5229
H -11.9811 -7.5581 19.4665
H -10.7115 -8.2398 21.0406
H -10.3357 -9.9766 21.3339
H -11.6106 -9.0673 22.2642
C -7.0567 -8.8638 15.0192
N -7.5420 -8.3333 16.3188
C -7.2093 -8.7106 17.5732
C -6.2760 -9.9593 17.6896
O -7.6141 -8.0571 18.5098
H -7.6849 -8.6393 14.1377
H -6.9553 -9.8984 15.0017
H -6.1653 -8.3602 14.6770
H -8.2286 -7.5966 16.2234
H -6.5800 -10.5130 18.5558
H -5.2815 -9.5793 17.9994
H -6.2956 -10.5284 16.7970
C -8.5664 -17.4259 11.3843
N -9.7909 -16.7770 11.0423
C -10.0144 -15.4492 11.1334
C -11.3794 -14.9767 10.8705
O -9.1218 -14.6549 11.4704
H -7.7916 -16.6802 11.7630
H -8.0538 -17.8865 10.5279
H -8.6693 -18.2861 12.1511
H -10.6161 -17.3282 11.1908
H -11.3304 -13.8890 10.6969
H -11.8816 -15.1646 11.8412
H -11.9615 -15.4646 10.0969
C -9.8925 -11.6300 17.7551
N -9.4693 -12.2020 16.4807
C -9.7628 -11.7049 15.2643
C -9.0289 -12.1919 14.0941
O -10.5746 -10.7706 15.1864
H -9.0257 -11.4064 18.3574
H -10.6878 -12.2011 18.2654
H -10.3802 -10.7102 17.5474
H -8.8316 -12.9692 16.5636
H -9.5034 -13.0260 13.5615
H -8.0967 -12.6381 14.4831
H -8.9439 -11.3389 13.3837
```

Löwdin population analysis, charges in e, atoms 1 to 99:
1. C -0.09
2. N -0.01
3. C -0.49
4. C 0.00
5. O 0.02
6. H 0.12
7. H 0.10
8. H 0.04
9. H 0.11
10. H 0.08
11. H 0.10
12. H 0.07
13. C -0.06
14. N 0.00
15. C -0.51
16. C 0.02
17. O 0.00
18. H 0.10
19. H 0.10
20. H 0.07
21. H 0.07
22. H 0.09
23. H 0.09
24. H 0.05
25. C -0.05
26. N 0.03
27. C -0.52
28. C 0.00
29. O 0.02
30. H 0.08
31. H 0.07
32. H 0.06
33. H 0.08
34. H 0.06
35. H 0.08
36. H 0.08
37. C -0.07
38. N 0.02
39. C -0.46
40. C 0.00
41. O 0.01
42. H 0.06
43. H 0.05
44. H 0.09
45. H 0.13
46. H 0.06
47. H 0.09
48. H 0.07
49. C -0.08
50. N 0.00
51. C -0.52
52. C 0.01
53. O 0.05
54. H 0.07
55. H 0.11
56. H 0.05
57. H 0.06
58. H 0.04
59. H 0.07
60. H 0.07
61. C -0.08
62. N 0.02
63. C -0.54
64. C 0.02
65. O 0.03
66. H 0.09
67. H 0.06
68. H 0.10
69. H 0.10
70. H 0.05
71. H 0.10
72. H 0.09
73. C -0.05
74. N 0.05
75. C -0.54
76. C 0.02
77. O 0.02
78. H 0.09
79. H 0.03
80. H 0.08
81. H 0.09
82. H 0.06
83. H 0.10
84. H 0.04
85. C -0.11
86. N 0.00
87. C -0.57
88. C 0.00
89. O 0.00
90. H 0.10
91. H 0.07
92. H 0.10
93. H 0.12
94. H 0.08
95. H 0.07
96. H 0.09
97. C -0.03
98. N 0.05
99. C -0.54


(3)
Formula: C16H32O3S2
Source: the Open Molecules 2025 dataset
Level of theory: ωB97M-V/def2-TZVPD

As for the frontier orbital gap: 9.66 eV. Its SMILES is CCCCCCCCCCCCS[C@H]1CS(=O)(=O)C[C@@H]1O. As for the energy above the lowest of the compared OMol25 structures with the same formula, charge and spin: 2.0 kcal per mole. Its spin multiplicity is 1. The calculation puts the LUMO energy at 0.51 eV. As for the charge: 0. The HOMO energy is -9.15 eV.

Geometry as XYZ:
```
53
C16H32O3S2 | the Open Molecules 2025 dataset | ωB97M-V/def2-TZVPD
C -1.4502 -2.6963 -2.3619
C -1.1836 -1.3130 -2.9433
C -1.9380 -0.2241 -2.1824
C -1.6527 1.1577 -2.7637
C -2.4945 2.2869 -2.1655
C -2.2049 2.6104 -0.6931
C -3.1709 1.9458 0.2886
C -2.9184 2.3848 1.7341
C -1.7538 1.6480 2.4015
C -2.1837 0.3057 2.9923
C -1.0141 -0.4810 3.6060
C -0.6891 -1.7444 2.8225
S -0.3101 -1.4439 1.0614
C 1.5111 -1.2120 1.0745
C 2.1076 -1.7760 -0.2039
S 2.5623 -0.3043 -1.1893
O 2.1097 -0.3984 -2.5448
O 3.9655 -0.0417 -0.9725
C 1.6227 0.8894 -0.1931
C 1.8620 0.2952 1.1840
O 3.1748 0.4839 1.6238
H -0.8719 -3.4515 -2.8893
H -2.5049 -2.9503 -2.4492
H -1.1831 -2.7246 -1.3075
H -1.4930 -1.2985 -3.9910
H -0.1135 -1.0981 -2.9157
H -3.0114 -0.4235 -2.2355
H -1.6443 -0.2625 -1.1319
H -0.5905 1.3873 -2.6457
H -1.8531 1.1238 -3.8379
H -3.5528 2.0416 -2.2786
H -2.3062 3.1831 -2.7616
H -1.1778 2.3289 -0.4550
H -2.2805 3.6916 -0.5504
H -3.0970 0.8613 0.2141
H -4.1890 2.2272 0.0096
H -3.8207 2.2200 2.3272
H -2.7187 3.4586 1.7403
H -1.3438 2.2673 3.2030
H -0.9637 1.4865 1.6674
H -2.9439 0.4897 3.7535
H -2.6457 -0.2963 2.2077
H -1.2585 -0.7879 4.6256
H -0.1273 0.1529 3.6663
H -1.5540 -2.4079 2.8031
H 0.1570 -2.2812 3.2509
H 1.8895 -1.7273 1.9601
H 3.0149 -2.3484 -0.0347
H 1.3946 -2.3555 -0.7827
H 0.5811 0.8461 -0.4953
H 2.0395 1.8841 -0.3067
H 1.2246 0.7597 1.9449
H 3.7827 0.3294 0.8778
```

List of natural (NBO) charges in e, atom by atom:
1. C -0.61
2. C -0.40
3. C -0.41
4. C -0.39
5. C -0.39
6. C -0.40
7. C -0.40
8. C -0.40
9. C -0.38
10. C -0.41
11. C -0.41
12. C -0.50
13. S 0.17
14. C -0.36
15. C -0.68
16. S 2.16
17. O -0.92
18. O -0.96
19. C -0.70
20. C 0.08
21. O -0.72
22. H 0.21
23. H 0.20
24. H 0.20
25. H 0.19
26. H 0.22
27. H 0.19
28. H 0.20
29. H 0.19
30. H 0.20
31. H 0.19
32. H 0.20
33. H 0.19
34. H 0.20
35. H 0.20
36. H 0.20
37. H 0.20
38. H 0.20
39. H 0.20
40. H 0.19
41. H 0.21
42. H 0.20
43. H 0.21
44. H 0.20
45. H 0.23
46. H 0.22
47. H 0.24
48. H 0.26
49. H 0.26
50. H 0.26
51. H 0.27
52. H 0.21
53. H 0.49


(4)
Formula: C5H7BrO
Source: the Open Molecules 2025 dataset
Level of theory: ωB97M-V/def2-TZVPD

As for the frontier orbital gap: 10.37 eV. Its SMILES is O[C@@]1(Br)C=CCC1. As for the energy above the lowest of the compared OMol25 structures with the same formula, charge and spin: 6.2 kcal per mole. Its spin multiplicity is 1. The calculation puts the LUMO energy at 0.76 eV. As for the charge: 0. The HOMO energy is -9.60 eV.

Geometry as XYZ:
```
14
C5H7BrO | the Open Molecules 2025 dataset | ωB97M-V/def2-TZVPD
O -1.4580 -1.8296 0.5580
C -1.2818 -0.5013 0.2556
Br -3.1554 0.2739 -0.0784
C -0.7672 0.3124 1.3675
C 0.3697 0.8696 1.0746
C 0.9646 0.4665 -0.2949
C -0.2983 -0.2320 -0.9256
H -1.8218 -2.2549 -0.3040
H -1.3198 0.4015 2.2631
H 0.6894 1.5007 1.8567
H 1.3354 1.4360 -0.8866
H 1.8659 -0.1661 -0.2081
H -0.6094 0.3427 -1.8188
H -0.1111 -1.1778 -1.2665
```

List of natural (NBO) charges in e, atom by atom:
1. O -0.69
2. C 0.30
3. Br -0.14
4. C -0.26
5. C -0.15
6. C -0.43
7. C -0.46
8. H 0.48
9. H 0.23
10. H 0.22
11. H 0.22
12. H 0.23
13. H 0.24
14. H 0.21